(a)
Entry from OMol25: the molecule C8H16OSi (wB97M-V/def2-TZVPD).

Results
Structure (SMILES): C[Si](C)(C)[C@@H]1CC=C[C@H]1O
HOMO, eV: -9.437
Charge: 0
Spin multiplicity: 1

Each line ends with the Löwdin charge.
Positions of all 26 atoms, in Å:
C  1.6670  1.8075  1.4804  -0.05
C  0.4527  2.0410  1.9762  -0.05
C  1.6655  0.8611  0.3006  -0.21
C  -0.5589  1.3741  1.0965  -0.38
C  0.2298  0.8125  -0.1052  -0.31
C  -2.2768  -0.8078  -1.0262  -0.15
C  0.5015  -2.0784  0.6425  -0.19
C  0.2754  -1.5717  -2.3471  -0.17
O  -1.4187  2.3730  0.4310  -0.07
Si  -0.3845  -0.9915  -0.6308  0.65
H  2.5803  2.1622  1.9603  0.10
H  0.1030  2.5664  2.8752  0.12
H  2.3345  1.1972  -0.4021  0.09
H  1.8906  -0.1764  0.5318  0.07
H  -1.2655  0.6504  1.7026  0.17
H  0.1855  1.5378  -0.9670  0.14
H  -2.7491  -0.0610  -0.4573  -0.01
H  -2.3757  -0.5935  -2.0434  0.00
H  -2.6181  -1.7901  -0.6544  0.03
H  0.1871  -3.0986  0.8612  0.02
H  1.5118  -2.2230  0.0914  0.06
H  0.6078  -1.5527  1.6038  0.03
H  -0.2408  -2.4992  -2.6479  0.04
H  0.0627  -0.9891  -3.1275  -0.03
H  1.2805  -1.8830  -2.3319  0.00
H  -1.6474  2.9327  1.1873  0.08

(b)
Entry from OMol25: the molecule C8H16OSi (wB97M-V/def2-TZVPD).

Results
Structure (SMILES): C=C1C[Si](C)(C)C[C@@]1(C)O
HOMO, eV: -8.962
Charge: 0
Spin multiplicity: 1

Each line ends with the Löwdin charge.
Positions of all 26 atoms, in Å:
C  -1.1914  0.7018  0.5794  -0.28
C  -2.1157  1.5623  1.0104  0.04
C  0.2496  1.0992  0.8462  -0.22
C  -0.0519  -0.6737  -1.1094  -0.18
C  -1.2783  -0.6428  -0.2533  -0.55
C  -2.5791  -0.7032  -1.0296  -0.03
C  2.7997  1.0162  -0.8395  -0.16
C  2.2975  -1.2541  1.0196  -0.15
O  -1.2324  -1.6829  0.7842  -0.04
Si  1.3882  -0.0682  -0.0590  0.60
H  -3.1834  1.3808  0.8207  0.07
H  -1.8066  2.4930  1.3176  0.03
H  0.2795  2.1772  0.5588  0.09
H  0.3317  1.1352  1.9779  0.11
H  0.3152  -1.6846  -1.5139  0.12
H  -0.1232  0.0282  -1.9276  0.09
H  -2.5521  -1.4668  -1.7093  0.06
H  -2.8457  0.1968  -1.5210  0.08
H  -3.4667  -0.8394  -0.3988  0.09
H  3.3480  0.3577  -1.5265  0.03
H  2.2934  1.8590  -1.3150  0.03
H  3.5249  1.2978  -0.1966  -0.03
H  3.2240  -0.7192  1.1259  0.02
H  1.8584  -1.4734  1.9456  0.02
H  2.7145  -2.0992  0.5984  0.01
H  -2.1982  -1.9977  0.8148  0.12

Which one is the most stable? From the structures above, (b).